# 1
# C2H3CeO3

A molecular structure, C2H3CeO3 in a non-equilibrium geometry (ωB97M-V/def2-TZVPD, the OMol25 dataset).

E: -21191.864 eV
2S+1: 2
Gap between HOMO and LUMO (alpha / beta): 0.1944 / 0.1948 Eh
Total charge: 0

```
9
Properties=species:S:1:pos:R:3:forces:R:3:lowdin_charge:R:1
O -0.136 -1.488 0.520 0.620 0.697 0.234 -0.339
C -0.588 -0.936 -0.562 -0.646 -0.382 0.525 -0.162
C -1.183 0.441 -0.205 -0.501 -0.258 -1.452 -0.394
O -0.572 1.094 0.857 1.653 -0.573 1.318 -0.426
Ce 1.154 -0.019 1.681 -0.695 0.299 -2.930 1.543
H -2.263 0.239 -0.007 0.313 -0.014 -0.088 0.114
H -1.166 1.014 -1.162 0.089 0.071 0.670 0.104
H 2.261 -0.304 -1.040 0.511 0.635 2.383 0.049
O 2.493 -0.040 -0.082 -1.346 -0.475 -0.661 -0.490
```
Positions in Å, forces in eV/Å.

# 2
# C2H3Cl

2 unconnected molecules or ions with the total composition C2H3Cl in a non-equilibrium geometry (ωB97M-V/def2-TZVPD, the OMol25 dataset).

E: -14637.666 eV
2S+1: 1
Gap between HOMO and LUMO (alpha / beta): 0.2961 / 0.3032 Eh
Energy relative to the best compared isomer or geometry (same formula, charge and spin): 153.24 kcal/mol
Total charge: 0

```
6
Properties=species:S:1:pos:R:3:forces:R:3:nbo_charge:R:1
C -0.002 -0.651 -0.994 2.897 1.280 2.881 -0.246
C 0.237 0.513 0.984 1.635 -1.708 -3.887 -0.233
Cl -0.917 1.551 1.563 -0.611 0.169 -0.004 0.074
H 0.483 -1.614 -1.257 0.547 0.791 0.514 0.140
H -0.994 -0.816 -1.001 -3.734 -0.108 -0.178 0.097
H 1.194 1.018 0.704 -0.733 -0.425 0.674 0.168
```
Positions in Å, forces in eV/Å.

# 3
# C2H3Cl

A single C2H3Cl molecule in a non-equilibrium geometry (ωB97M-V/def2-TZVPD, the OMol25 dataset).

E: -14644.058 eV
2S+1: 1
Gap between HOMO and LUMO: 0.3991 Eh
Energy relative to the best compared isomer or geometry (same formula, charge and spin): 5.83 kcal/mol
Total charge: 0

```
6
Properties=species:S:1:pos:R:3:forces:R:3:nbo_charge:R:1
C 0.641 -0.420 0.032 0.089 3.532 -0.787 -0.416
C -0.416 0.406 -0.039 0.973 0.916 1.077 -0.231
Cl -2.006 -0.213 0.004 -0.830 -0.179 -0.144 -0.007
H 0.584 -1.465 -0.047 -0.080 -1.122 0.070 0.215
H 1.600 0.134 -0.029 -0.452 -0.896 0.267 0.212
H -0.403 1.559 0.079 0.301 -2.251 -0.483 0.226
```
Positions in Å, forces in eV/Å.